[1]
Formula: C6H9N
Source: the OMol25 dataset
Level of theory: ωB97M-V/def2-TZVPD

The geometry in XYZ format:
```
16
Properties=species:S:1:pos:R:3:forces:R:3
C -1.034375 -1.260395 -0.943131 -0.08 -0.01 0.13
C -0.185698 -0.297820 -0.143621 0.15 0.15 0.25
C 0.780855 -0.803217 0.894432 0.16 0.22 0.04
C -0.384487 0.039609 1.297373 0.02 2.24 0.37
C -0.008889 2.203342 0.006962 0.57 0.52 0.94
N 1.207370 1.849460 -0.407134 -0.09 -0.40 0.14
C 0.170900 0.978789 -0.854688 0.00 0.05 -0.78
H -1.962321 -0.780516 -1.278478 0.15 -0.07 0.07
H -1.303687 -2.127813 -0.331248 0.02 0.12 -0.12
H -0.501247 -1.619461 -1.835094 -0.05 0.10 0.22
H 0.752672 -1.880875 1.063329 -0.10 0.29 0.12
H 1.791207 -0.391932 0.977999 -0.19 -0.05 -0.09
H -1.230569 -0.244485 1.917800 0.27 -0.01 -0.18
H -0.147906 1.636144 1.434689 -0.66 -3.16 -0.77
H 2.040466 1.619614 0.109484 0.20 0.33 0.12
H 0.015710 1.079556 -1.908675 -0.36 -0.32 -0.47
```
Positions in Å, forces in eV/Å.

- Energy: -288.54462 a.u.
- Relative energy (zero: lowest compared OMol25 entry of this formula, charge and spin): 6.461 eV
- E_HOMO: -8.18 eV

***

[2]
Formula: C6H9N
Source: the OMol25 dataset
Level of theory: ωB97M-V/def2-TZVPD

The geometry in XYZ format:
```
16
Properties=species:S:1:pos:R:3:forces:R:3
C -1.758966 -0.228839 0.355843 -2.65 1.96 -3.11
C -0.841763 0.954289 0.032723 0.37 0.82 -1.51
C 0.839010 1.030327 0.438524 -6.49 -9.05 -3.35
C 1.246518 0.180209 -0.892612 1.39 0.69 0.69
C 0.422522 -1.010764 -0.382420 1.67 1.00 1.31
C 0.884663 -0.504581 1.085563 1.11 0.34 -0.70
N -0.796641 -0.302294 -0.807805 -3.57 -0.42 2.49
H -2.978822 -0.286346 0.103985 3.52 0.61 0.57
H -1.532697 -0.749662 1.208098 0.28 -1.49 1.72
H -1.345621 1.950098 -0.452400 1.46 -2.68 0.98
H 1.074065 1.863657 0.884207 2.06 4.38 2.00
H 0.894847 0.371524 -1.909845 0.91 1.03 0.13
H 2.253385 0.206720 -0.569524 1.95 -0.85 -1.43
H 0.418217 -2.166980 -0.602903 0.31 2.63 -0.03
H 2.006259 -0.908399 1.434865 -3.33 1.09 -0.96
H 0.034942 -0.688396 1.732421 1.01 -0.05 1.20
```
Positions in Å, forces in eV/Å.

- Structure (SMILES): C1[C@H]2[C@H]3C[C@H](C3)N12
- Energy: -288.54070 a.u.
- Relative energy (zero: lowest compared OMol25 entry of this formula, charge and spin): 6.567 eV
- E_HOMO: -8.98 eV

***

[3]
Formula: C6H9N
Source: the OMol25 dataset
Level of theory: ωB97M-V/def2-TZVPD

The geometry in XYZ format:
```
16
Properties=species:S:1:pos:R:3:forces:R:3
H 1.846530 -1.913837 0.378814 0.01 0.12 -0.25
N 1.908329 -1.320241 -0.455327 -1.51 0.41 -0.09
C 0.731513 -0.940757 -0.814910 -0.07 -1.75 1.08
C 0.541000 -0.088325 -2.029787 -0.46 0.11 0.22
H -0.251524 -1.312597 -0.274219 1.93 0.73 -1.00
H -0.516870 0.170267 -2.120885 0.16 0.10 -0.11
H 1.130969 0.827200 -1.938592 0.00 -0.14 -0.16
H 0.841093 -0.647976 -2.917859 0.10 0.13 0.04
C -2.612069 0.711441 0.216886 0.46 -0.31 0.06
C -1.518695 0.732111 0.728455 -0.67 1.05 -0.71
C -0.219643 1.052022 1.230620 0.01 -1.02 2.08
C 0.316393 0.259611 2.187303 0.14 0.78 -0.92
H -3.545941 0.635271 -0.292671 0.05 -0.03 0.18
H 0.229582 2.011019 0.984717 0.03 -0.33 -0.37
H -0.198925 -0.620766 2.555553 0.03 0.03 -0.18
H 1.318257 0.445556 2.561903 -0.20 0.11 0.12
```
Positions in Å, forces in eV/Å.

- Structure (SMILES): [H]/N=C/C.C#CC=C
- Energy: -288.64634 a.u.
- Relative energy (zero: lowest compared OMol25 entry of this formula, charge and spin): 3.692 eV
- E_HOMO: -9.36 eV

***

[4]
Formula: C6H9N
Source: the OMol25 dataset
Level of theory: ωB97M-V/def2-TZVPD

The geometry in XYZ format:
```
16
Properties=species:S:1:pos:R:3:forces:R:3
C -1.421650 1.773926 -0.322777 -0.05 -0.02 0.00
C -0.197067 0.935768 -0.171387 0.27 0.01 0.00
C -0.025742 -0.520294 0.022896 -0.22 -0.15 0.02
C -1.071887 -1.356628 0.101422 0.06 0.03 0.04
C 1.419769 -0.879822 0.114726 -0.04 0.49 -0.08
C 1.999624 0.334977 -0.027918 0.08 -0.22 0.05
N 1.019258 1.400074 -0.197689 -0.27 0.09 -0.03
H -2.320149 1.159412 -0.248257 0.12 0.07 -0.01
H -1.437777 2.275888 -1.295437 0.02 -0.07 0.09
H -1.477379 2.544339 0.453007 0.05 -0.10 -0.07
H -0.897490 -2.419676 0.248151 -0.01 0.19 -0.04
H -2.106955 -1.022069 0.035930 0.21 -0.02 -0.01
H 1.011822 -3.981602 0.916461 0.02 0.04 -0.01
H 1.232158 -3.286551 0.726560 -0.01 -0.16 0.04
H 3.035211 0.661477 -0.027264 -0.20 -0.09 -0.02
H 1.238261 2.380777 -0.328423 -0.03 -0.08 0.03
```
Positions in Å, forces in eV/Å.

- Energy: -288.60846 a.u.
- Relative energy (zero: lowest compared OMol25 entry of this formula, charge and spin): 4.723 eV
- E_HOMO: -7.24 eV

***

[5]
Formula: C6H9N
Source: the OMol25 dataset
Level of theory: ωB97M-V/def2-TZVPD

The geometry in XYZ format:
```
16
Properties=species:S:1:pos:R:3:forces:R:3
C 2.327814 0.512251 -0.210898 0.04 0.03 0.00
C 1.597730 -0.749213 -0.018727 -0.19 -0.44 0.07
C 1.125603 -1.892784 0.227083 0.34 0.61 -0.05
C -0.109680 -0.976554 -0.605152 -0.34 0.06 -0.32
N -1.147400 -0.625039 0.333096 0.12 -0.13 -0.03
C -2.212894 0.206654 -0.203850 -0.23 0.05 -0.14
C -1.212352 0.763149 0.740171 0.10 0.24 0.15
H 2.384272 0.789272 -1.268291 -0.06 -0.04 0.13
H 3.352386 0.360032 0.139329 -0.13 0.02 0.02
H 1.882698 1.335516 0.358591 0.12 -0.16 -0.10
H 0.092532 -0.145823 -1.312371 0.06 -0.09 0.12
H -0.438643 -1.805222 -1.231437 0.06 0.08 0.09
H -3.216789 -0.047629 0.126748 0.18 0.06 -0.03
H -2.142905 0.536686 -1.243028 0.04 -0.11 0.19
H -0.485079 1.461066 0.320153 -0.11 -0.16 0.05
H -1.458112 0.936603 1.783960 0.00 -0.03 -0.16
```
Positions in Å, forces in eV/Å.

- Energy: -288.57411 a.u.
- Relative energy (zero: lowest compared OMol25 entry of this formula, charge and spin): 5.658 eV
- E_HOMO: -9.53 eV

***

[6]
Formula: C6H9N
Source: the OMol25 dataset
Level of theory: ωB97M-V/def2-TZVPD

The geometry in XYZ format:
```
16
Properties=species:S:1:pos:R:3:forces:R:3
C -0.409179 0.704824 -1.344118 -0.11 -0.10 0.05
C -1.324331 -0.021122 -0.698635 0.14 0.04 -0.21
C -1.056238 -1.298043 0.054744 0.04 -0.05 0.00
C -2.714282 0.360649 -0.793069 -1.00 0.21 -0.14
N -3.842278 0.601944 -0.897638 1.05 -0.17 0.17
H -0.679643 1.603823 -1.889168 -0.01 -0.16 0.06
H 0.633326 0.402928 -1.346288 -0.18 0.06 0.08
H -1.473819 -2.141750 -0.504576 0.04 0.06 0.11
H -1.538292 -1.286795 1.038604 0.08 0.04 -0.16
H 0.017098 -1.453532 0.187915 -0.18 0.05 -0.08
C 1.591911 0.440203 1.485074 0.18 0.01 -0.10
C 2.561952 0.416084 0.577261 -0.10 0.03 0.18
H 1.466101 -0.362620 2.207771 0.03 0.09 -0.12
H 0.877886 1.259135 1.540795 0.16 -0.10 -0.01
H 2.700782 1.230498 -0.131121 -0.06 -0.13 0.10
H 3.261355 -0.413056 0.506346 -0.07 0.12 0.07
```
Positions in Å, forces in eV/Å.

- Structure (SMILES): C=C(C)C#N.C=C
- Energy: -288.70800 a.u.
- Relative energy (zero: lowest compared OMol25 entry of this formula, charge and spin): 2.015 eV
- E_HOMO: -10.09 eV

***

[7]
Formula: C6H9N
Source: the OMol25 dataset
Level of theory: ωB97M-V/def2-TZVPD

The geometry in XYZ format:
```
16
Properties=species:S:1:pos:R:3:forces:R:3
C -2.578773 -0.499584 -0.031876 -0.09 -0.04 -0.02
C -1.150285 -0.033042 -0.034912 0.03 0.11 0.04
C -0.715660 1.268615 -0.015139 -0.14 -0.05 0.00
N 0.657234 1.261303 -0.004105 0.13 -0.01 0.01
C 1.123887 -0.027027 -0.011673 -0.06 0.03 0.01
C 2.586755 -0.331641 0.050634 0.05 -0.03 -0.01
C 0.022286 -0.848642 -0.036275 0.02 -0.06 -0.02
H -3.184684 0.082097 0.671693 0.10 -0.10 -0.09
H -2.645485 -1.552357 0.262828 0.03 0.18 -0.02
H -3.052728 -0.408589 -1.016144 0.12 -0.02 0.10
H -1.271237 2.196842 -0.013267 0.08 -0.14 0.02
H 1.238060 2.081798 0.029409 -0.06 -0.09 -0.01
H 3.006701 -0.112901 1.040078 -0.07 -0.01 -0.13
H 2.760841 -1.391088 -0.153341 -0.06 0.14 0.02
H 3.155391 0.246331 -0.687704 -0.10 -0.08 0.09
H 0.047703 -1.932113 -0.050210 0.01 0.17 0.02
```
Positions in Å, forces in eV/Å.

- Structure (SMILES): Cc1c[nH]c(C)c1
- Energy: -288.77914 a.u.
- Relative energy (zero: lowest compared OMol25 entry of this formula, charge and spin): 0.079 eV
- E_HOMO: -7.80 eV

***

[8]
Formula: C6H9N
Source: the OMol25 dataset
Level of theory: ωB97M-V/def2-TZVPD

The geometry in XYZ format:
```
16
Properties=species:S:1:pos:R:3:forces:R:3
C 1.779044 0.731737 -0.091836 -0.36 0.38 0.21
C 1.117472 -0.454733 0.492612 -0.56 0.13 0.62
C -0.375767 -0.383687 0.935689 -0.03 -0.07 0.17
C -1.019241 -1.139802 -0.270577 0.32 -0.34 -0.24
C -0.610167 0.164908 -0.997391 3.21 -0.63 -0.81
C -0.960369 0.879561 0.289533 -0.77 0.04 -0.62
N 1.121678 -0.266038 -0.954960 -2.19 0.88 -0.11
H 2.868317 0.873727 -0.087911 -0.48 -0.46 -0.33
H 1.226737 1.661943 -0.024670 0.23 0.16 0.20
H 1.672472 -1.273506 0.965460 -0.02 0.25 -0.49
H -0.549152 -0.654913 1.980418 -0.15 -0.01 -0.22
H -0.465500 -1.963786 -0.703309 -0.02 -0.45 0.30
H -2.064751 -1.417065 -0.074218 0.20 0.52 -0.48
H -0.938747 0.572235 -1.959766 0.33 -0.53 0.07
H -0.799240 1.912584 0.631714 0.37 -0.40 -0.47
H -2.002788 0.756840 -0.130792 -0.09 0.53 2.18
```
Positions in Å, forces in eV/Å.

- Energy: -288.62605 a.u.
- Relative energy (zero: lowest compared OMol25 entry of this formula, charge and spin): 4.245 eV
- E_HOMO: -9.04 eV

***

[9]
Formula: C6H9N
Source: the OMol25 dataset
Level of theory: ωB97M-V/def2-TZVPD

The geometry in XYZ format:
```
16
Properties=species:S:1:pos:R:3:forces:R:3
C -0.930806 -1.682903 0.497484 -0.06 -0.09 -0.03
C 0.131978 -0.651751 0.261348 0.00 0.06 -0.01
C 1.535611 -0.828275 0.123878 0.11 -0.06 0.10
C 2.098305 0.413607 -0.032421 0.08 -0.05 -0.01
N 1.083866 1.330911 -0.051002 -0.01 0.01 -0.09
C -0.124328 0.687146 0.093226 -0.03 -0.17 -0.25
C -1.388841 1.237742 -0.485590 -0.19 0.14 0.02
H -1.293588 -2.153372 -0.423354 0.08 0.02 0.03
H -1.797605 -1.231532 0.994608 0.15 -0.07 -0.12
H -0.565872 -2.475650 1.157623 -0.01 0.06 -0.14
H 2.048360 -1.775147 0.044139 0.08 0.06 0.30
H 3.126128 0.722348 -0.153791 -0.10 -0.07 0.11
H 1.213312 2.327034 0.017854 -0.06 -0.11 -0.24
H -2.270472 1.169252 0.154892 0.14 0.06 0.11
H -1.601452 0.640673 -1.381298 -0.13 0.21 0.06
H -1.264596 2.269915 -0.817589 -0.06 0.01 0.16
```
Positions in Å, forces in eV/Å.

- Structure (SMILES): Cc1cc[nH]c1C
- Energy: -288.76637 a.u.
- Relative energy (zero: lowest compared OMol25 entry of this formula, charge and spin): 0.426 eV
- E_HOMO: -7.73 eV

***

[10]
Formula: C6H9N
Source: the OMol25 dataset
Level of theory: ωB97M-V/def2-TZVPD

The geometry in XYZ format:
```
16
Properties=species:S:1:pos:R:3:forces:R:3
C 2.582156 -0.511217 0.324432 -0.11 -0.11 -0.79
C 1.607425 -0.548850 -0.373512 1.47 0.03 -0.23
C 0.458466 -0.350894 -1.205900 0.29 -0.20 0.14
C -0.539368 0.066020 -0.160653 0.01 0.18 0.00
C -0.419029 1.520589 0.322965 -0.16 -0.39 0.05
C -0.919736 -1.066736 0.746794 -0.24 -0.22 0.35
N -1.824068 -0.549431 -0.281717 -0.90 -0.06 -0.13
H 3.622920 -0.437265 0.388443 0.86 -0.07 0.88
H 0.738740 0.383018 -1.962751 -0.43 0.19 -0.04
H 0.192879 -1.284302 -1.694438 -0.35 0.00 -0.05
H 0.612859 1.847018 0.512325 -0.22 -0.39 -0.08
H -0.976560 1.642197 1.252873 -0.02 0.03 0.02
H -0.845298 2.218932 -0.412234 0.03 -0.33 0.04
H -0.672442 -2.136654 0.608907 0.41 0.91 -0.15
H -1.095950 -0.824221 1.791022 -0.16 0.13 -0.10
H -2.522987 0.031789 0.143442 -0.49 0.29 0.08
```
Positions in Å, forces in eV/Å.

- Structure (SMILES): C#CC[C@]1(C)CN1
- Energy: -288.64988 a.u.
- Relative energy (zero: lowest compared OMol25 entry of this formula, charge and spin): 3.596 eV
- E_HOMO: -9.59 eV